{
  "formula": "C11H15NO",
  "method": "the ωB97M-V functional and the def2-TZVPD basis",
  "symbols": ["C", "C", "C", "C", "C", "C", "C", "C", "C", "N", "H", "H", "H", "H", "H", "H", "H", "H", "H", "C", "C", "O", "H", "H", "H", "H", "H", "H"],
  "positions_angstrom": [[-1.4541, 1.4239, 1.5509], [-0.5585, 1.3915, 0.3447], [0.5104, 2.2342, 0.1146], [-0.7840, 0.7046, -0.8707], [0.2455, 1.0928, -1.7616], [-1.6346, -0.3302, -1.2750], [0.3615, 0.5949, -3.1017], [-1.5917, -0.7329, -2.5874], [-0.6072, -0.2785, -3.4841], [1.0541, 2.0343, -1.1373], [-1.1223, 1.4718, 2.5959], [-1.9779, 0.4725, 1.6140], [0.9973, 2.8428, 0.8566], [1.9191, 2.4472, -1.4556], [-2.3276, -0.7077, -0.5259], [1.1080, 0.9940, -3.7832], [-2.3867, -1.4158, -2.8728], [-0.5433, -0.5711, -4.5324], [-2.1484, 2.2660, 1.4586], [0.5610, -1.6232, 2.0076], [1.9301, -1.7699, 2.7171], [0.3375, -2.4859, 0.8721], [-0.2150, -1.8593, 2.7377], [0.4526, -0.5973, 1.6110], [2.7445, -2.1953, 2.1163], [1.0252, -2.1610, 0.2829], [1.8332, -2.4717, 3.5410], [2.2712, -0.7708, 2.9667]],
  "forces_ev_per_angstrom": [[-0.695, -0.356, 0.255], [0.851, 1.700, 0.872], [0.084, -0.821, 0.739], [1.297, -0.663, -0.728], [0.792, 0.161, -1.488], [-0.185, 0.784, 0.204], [-0.092, 1.190, 1.937], [-0.674, -0.649, 0.282], [-0.009, -0.255, -0.867], [-0.960, -0.342, 0.458], [1.144, 0.355, -0.500], [-0.616, 0.039, -0.398], [0.060, 0.307, -0.119], [-0.395, -0.211, -0.126], [-0.143, -0.153, -0.490], [-0.053, -0.219, 0.122], [0.394, -0.124, -0.397], [-0.510, -0.346, 0.303], [-0.268, -0.378, -0.062], [0.209, 0.022, -0.452], [-0.236, -0.394, -0.797], [0.643, 0.323, 0.736], [-0.116, 0.238, -0.214], [-0.087, -0.240, 0.591], [-0.415, 0.085, -0.417], [-0.172, -0.413, -0.573], [0.120, 0.380, 0.421], [0.037, -0.017, 0.706]],
  "orbital_gap_ha": 0.31714,
  "homo_ev": -7.84,
  "spin_multiplicity": 1,
  "e_above_lowest_ev": 0.722,
  "energy_ev": -15187.200,
  "charge": 0,
  "smiles": "Cc1c[nH]c2ccccc12.CCO"
}

{
  "formula": "ClNO3",
  "method": "the ωB97M-V functional and the def2-TZVPD basis",
  "symbols": ["N", "O", "O", "O", "Cl"],
  "positions_angstrom": [[0.1636, 0.2435, 0.2156], [-0.4837, -1.0043, -0.2152], [0.1811, 0.4350, 1.3666], [0.6779, 0.8848, -0.5831], [-1.2360, -1.3321, -1.9030]],
  "forces_ev_per_angstrom": [[-0.309, -0.491, -0.456], [-1.387, -1.116, -0.603], [-1.205, -1.479, 2.426], [1.275, 1.765, -3.969], [1.626, 1.321, 2.603]],
  "orbital_gap_ha": 0.34215,
  "homo_ev": -11.95,
  "spin_multiplicity": 1,
  "e_above_lowest_ev": 0.729,
  "energy_ev": -20148.275,
  "charge": 0,
  "smiles": "O=[N+]([O-])OCl"
}

{
  "formula": "C4H9O2",
  "method": "the ωB97M-V functional and the def2-TZVPD basis",
  "symbols": ["C", "C", "O", "O", "H", "H", "H", "C", "C", "H", "H", "H", "H", "H", "H"],
  "positions_angstrom": [[-1.1113, -0.6619, 1.1018], [0.2099, -1.4515, 0.9533], [0.4304, -1.9237, -0.1860], [0.9346, -1.4708, 1.9698], [-0.8851, 0.3512, 1.4293], [-1.7711, -1.0545, 1.8939], [-1.8378, -0.7013, 0.2819], [0.7375, 2.2957, -1.6746], [-0.7893, 2.2239, -1.6639], [1.1979, 1.6111, -2.3953], [1.0491, 3.2272, -2.1846], [1.1246, 2.2621, -0.6588], [-1.1837, 3.2187, -1.4379], [-1.1641, 1.4659, -0.9820], [-1.1109, 2.0490, -2.6944]],
  "forces_ev_per_angstrom": [[-1.286, -0.278, 0.753], [-0.075, 0.143, -0.519], [0.033, -0.135, 0.110], [-0.030, -0.074, 0.102], [-0.033, 0.239, -0.251], [0.646, -0.166, 0.356], [0.737, 0.307, -0.561], [0.053, 0.820, -1.031], [0.406, 0.481, -0.768], [-0.126, -0.745, 0.871], [-0.183, 0.183, 0.706], [0.414, -0.219, -0.253], [-0.157, -0.191, 0.433], [-0.116, -0.005, -0.113], [-0.284, -0.360, 0.166]],
  "orbital_gap_ha": 0.27924,
  "homo_ev": -3.79,
  "spin_multiplicity": 1,
  "e_above_lowest_ev": 0.465,
  "energy_ev": -8390.027,
  "charge": -1
}

{
  "formula": "C42H42BF3N2O3S",
  "method": "the ωB97M-V functional and the def2-TZVPD basis",
  "symbols": ["C", "N", "C", "O", "C", "C", "C", "C", "C", "C", "C", "C", "N", "C", "C", "C", "C", "C", "C", "C", "C", "C", "C", "C", "C", "C", "C", "H", "H", "H", "H", "H", "H", "H", "H", "H", "H", "H", "H", "H", "H", "H", "H", "H", "H", "H", "H", "H", "H", "H", "H", "H", "H", "H", "H", "H", "C", "C", "C", "C", "C", "B", "C", "C", "C", "C", "C", "F", "F", "F", "C", "C", "O", "C", "C", "C", "C", "C", "C", "O", "S", "H", "H", "H", "H", "H", "H", "H", "H", "H", "H", "H", "H", "H"],
  "positions_angstrom": [[-3.0520, 1.3533, 0.6604], [-1.8197, 1.5591, 1.3892], [-1.8220, 1.2746, 2.7340], [-2.8116, 1.2348, 3.4530], [-0.3966, 1.0086, 3.1513], [-0.1785, -0.4874, 3.4110], [-0.8233, -1.3077, 2.3155], [-2.1307, -1.7774, 2.4838], [-2.7977, -2.3970, 1.4293], [-2.1484, -2.5651, 0.2007], [-0.8108, -2.1824, 0.0598], [-0.1323, -1.6025, 1.1364], [0.3722, 1.4713, 1.9869], [1.7292, 1.3969, 2.0711], [2.6443, 1.0919, 1.0473], [3.8103, 1.7976, 0.7071], [4.1738, 1.9253, -0.7035], [5.1832, 2.7924, -1.2131], [5.4081, 2.9596, -2.5775], [4.6367, 2.2634, -3.5175], [3.6470, 1.3951, -3.0511], [3.4150, 1.2369, -1.6932], [-0.4992, 1.8499, 0.8359], [-0.3946, 3.3405, 0.3274], [-0.4496, 4.2709, 1.5374], [-1.5372, 3.6742, -0.6231], [0.8927, 3.5058, -0.4514], [-3.2749, 0.2819, 0.5370], [-3.8790, 1.8120, 1.2196], [-2.9757, 1.8115, -0.3221], [-0.1485, 1.6361, 4.0215], [0.8948, -0.6940, 3.5048], [-0.6729, -0.7016, 4.3664], [-2.6313, -1.6202, 3.4439], [-3.8280, -2.7316, 1.5706], [-2.6832, -3.0130, -0.6387], [-0.2834, -2.3309, -0.8866], [0.9375, -1.3808, 1.0681], [2.1000, 1.3971, 3.1063], [2.4401, 0.1473, 0.5308], [3.1527, 4.2136, 1.2533], [5.7817, 3.3551, -0.5032], [6.2008, 3.6229, -2.9248], [4.8238, 2.3732, -4.5886], [3.0648, 0.8065, -3.7620], [2.6129, 0.5645, -1.3836], [-0.3069, 1.1674, -0.0124], [0.3927, 4.0976, 2.2139], [-0.4095, 5.3169, 1.2057], [-1.3880, 4.1365, 2.0875], [-1.5717, 2.9702, -1.4632], [-2.5040, 3.6981, -0.1135], [-1.3893, 4.6779, -1.0501], [0.9729, 2.7595, -1.2507], [0.9350, 4.5006, -0.9188], [1.7621, 3.4073, 0.1940], [10.0816, -1.7489, 2.9505], [8.6749, -1.5007, 2.5312], [7.5325, -1.9431, 3.1849], [6.3216, -1.6991, 2.4757], [6.4712, -0.9535, 1.3005], [3.9008, 3.3269, 1.5852], [5.7016, -1.0580, 0.0930], [6.2626, -0.5786, -1.1178], [5.8537, -1.0945, -2.3300], [4.7957, -2.0065, -2.3514], [4.4275, -2.6557, -3.6572], [3.4373, -3.5850, -3.5216], [3.9810, -1.7404, -4.5833], [5.5067, -3.2841, -4.2230], [4.0698, -2.2941, -1.1960], [4.5199, -1.8340, 0.0337], [3.6852, 2.9624, 3.0456], [4.9277, 2.8670, 3.5213], [5.8826, 3.4573, 2.6317], [7.1754, 3.7243, 3.0708], [7.5712, 3.2373, 4.3158], [6.6675, 2.5739, 5.1488], [5.3260, 2.4303, 4.7835], [5.3244, 3.8537, 1.4875], [8.2243, -0.5931, 1.1406], [10.1241, -2.5794, 3.6659], [10.7243, -1.9992, 2.0966], [10.5013, -0.8618, 3.4413], [7.6022, -2.5066, 4.1108], [5.3627, -2.0738, 2.8165], [7.0552, 0.1769, -1.0982], [6.3317, -0.7709, -3.2545], [3.1645, -2.8940, -1.2538], [4.0187, -2.1583, 0.9504], [7.8107, 4.3241, 2.4281], [8.6021, 3.3882, 4.6397], [7.0162, 2.1914, 6.1088], [4.5682, 2.0256, 5.4476]],
  "forces_ev_per_angstrom": [[-0.399, -0.037, -0.404], [0.234, -0.323, 1.272], [-0.887, 0.617, -0.188], [0.979, -0.360, -0.619], [0.166, 1.041, 0.386], [-0.397, -0.140, 0.188], [0.266, -0.597, 0.187], [-0.040, 0.217, -0.120], [0.175, 0.001, -0.090], [0.009, 0.046, 0.097], [0.047, -0.037, 0.114], [-0.315, 0.102, -0.117], [2.449, -0.043, -0.301], [-1.805, -0.397, 1.217], [2.110, -0.406, -1.204], [-3.211, 3.014, 0.841], [0.496, -1.047, -1.797], [-0.196, -0.177, 0.653], [-0.302, -0.335, -0.261], [0.194, -0.046, 0.479], [0.027, -0.084, -0.210], [0.241, 0.119, 0.245], [-0.627, -0.625, -0.884], [0.265, -0.292, 0.601], [-0.004, 0.226, -0.013], [-0.384, 0.155, -0.108], [0.448, 0.069, -0.133], [0.180, 0.242, 0.130], [0.265, -0.084, -0.205], [-0.167, -0.221, 0.159], [0.027, -0.324, -0.122], [-0.193, 0.054, 0.028], [0.219, -0.048, -0.117], [0.109, 0.000, -0.391], [0.345, 0.066, -0.114], [0.194, 0.117, 0.239], [-0.216, -0.075, 0.318], [-0.394, 0.071, -0.097], [-0.309, 0.311, -0.317], [-0.678, 0.530, -0.495], [-0.249, -0.439, -0.352], [-0.070, -0.164, -0.118], [-0.219, -0.105, 0.199], [-0.102, -0.001, 0.366], [0.090, 0.216, 0.182], [0.244, 0.250, -0.163], [0.078, 0.193, 0.180], [-0.066, 0.100, -0.058], [0.043, -0.230, 0.088], [0.116, 0.018, -0.018], [-0.083, 0.090, 0.076], [0.125, 0.017, -0.132], [0.150, -0.306, 0.188], [-0.036, 0.077, 0.033], [-0.015, -0.247, 0.170], [-0.042, 0.081, -0.176], [0.388, 0.298, 0.102], [-1.679, -0.047, 0.450], [0.566, 0.046, -0.614], [0.265, 1.018, -0.547], [2.102, -1.004, 2.056], [1.069, -0.738, 0.114], [-0.678, -0.071, -1.178], [-0.188, -0.059, 0.211], [-0.304, 0.072, 0.129], [-0.360, -0.099, -0.275], [-0.133, -0.043, -0.465], [0.737, 0.625, -0.201], [0.358, -0.749, 0.574], [-0.953, 0.471, 0.332], [0.073, 0.143, -0.131], [0.582, 0.308, -0.029], [-0.396, 0.096, -0.895], [1.992, 0.480, 0.614], [0.077, -0.226, 1.625], [-0.640, -0.239, -0.568], [0.016, -0.220, 0.375], [0.469, 0.142, 0.016], [-0.429, 0.086, -0.770], [-0.924, -0.141, 0.188], [-0.757, -0.448, 0.010], [-0.091, 0.206, -0.184], [-0.169, 0.069, 0.190], [0.028, -0.158, -0.089], [-0.138, 0.041, -0.164], [0.106, -0.048, -0.102], [-0.207, -0.448, 0.068], [-0.104, -0.173, 0.214], [0.285, -0.046, -0.007], [0.231, 0.137, -0.314], [0.178, -0.173, 0.100], [-0.297, -0.048, -0.016], [-0.153, 0.140, -0.209], [0.194, -0.048, 0.080]],
  "orbital_gap_ha": 0.19339,
  "homo_ev": -6.68,
  "spin_multiplicity": 1,
  "energy_ev": -73022.139,
  "charge": 0
}

What did the second record say?
{
  "formula": "ClNO3",
  "method": "the ωB97M-V functional and the def2-TZVPD basis",
  "symbols": ["N", "O", "O", "O", "Cl"],
  "positions_angstrom": [[0.1636, 0.2435, 0.2156], [-0.4837, -1.0043, -0.2152], [0.1811, 0.4350, 1.3666], [0.6779, 0.8848, -0.5831], [-1.2360, -1.3321, -1.9030]],
  "forces_ev_per_angstrom": [[-0.309, -0.491, -0.456], [-1.387, -1.116, -0.603], [-1.205, -1.479, 2.426], [1.275, 1.765, -3.969], [1.626, 1.321, 2.603]],
  "orbital_gap_ha": 0.34215,
  "homo_ev": -11.95,
  "spin_multiplicity": 1,
  "e_above_lowest_ev": 0.729,
  "energy_ev": -20148.275,
  "charge": 0,
  "smiles": "O=[N+]([O-])OCl"
}